No. 1
This record from OMol25 describes C5H14N2S as an isolated structure at a distorted geometry. The level of theory is ωB97M-V/def2-TZVPD.

The geometry in XYZ format:
```
22
Properties=species:S:1:pos:R:3:mulliken_charge:R:1
C -0.074 1.041 -0.086 -0.503
N 1.064 0.085 -0.258 -0.251
C 2.030 0.035 0.831 0.145
C 2.669 -1.244 1.370 -1.060
S 4.322 0.795 -1.064 -0.189
C -1.333 0.421 -0.670 -0.621
N -2.861 0.053 0.245 -0.466
C -3.813 -0.408 -0.808 -0.715
H -0.155 1.094 1.016 0.324
H 0.273 2.060 -0.311 0.445
H 1.668 0.333 -1.040 0.317
H 1.722 0.638 1.669 0.283
H 2.942 0.581 0.364 -0.353
H 1.991 -2.070 1.627 0.340
H 3.249 -1.691 0.554 0.263
H 3.399 -0.930 2.125 0.352
H -1.427 0.559 -1.745 0.299
H -1.182 -0.662 -0.627 0.344
H -2.343 1.001 -0.133 0.207
H -4.779 -0.360 -0.288 0.268
H -3.782 0.120 -1.762 0.253
H -3.581 -1.455 -1.009 0.317
```

Calculated values
Electronic energy (Eh): -706.28126
HOMO level (Ha): -0.3184
Gap between HOMO and LUMO (eV): 5.62
Multiplicity: 1

No. 2
This record from OMol25 describes CH10N3O2Zr as an isolated structure at a distorted geometry. The level of theory is ωB97M-V/def2-TZVPD.

The geometry in XYZ format:
```
17
Properties=species:S:1:pos:R:3:mulliken_charge:R:1
C 1.799 1.153 0.405 -0.895
Zr -0.866 0.494 -0.031 1.253
N -1.518 -1.798 0.015 -0.803
N -0.387 0.448 -2.368 -0.780
H -2.450 -2.024 0.366 0.295
H 1.730 0.089 0.671 0.298
H 2.298 1.626 1.284 0.334
H 0.822 1.784 0.330 0.199
H 2.332 1.208 -0.567 0.363
H -1.149 0.535 -3.050 0.283
H 0.024 -0.486 -2.530 0.335
H 0.334 1.125 -2.617 0.330
H -1.425 -2.243 -0.899 0.302
H -0.866 -2.274 0.648 0.348
O -1.574 1.774 3.232 -0.203
N -0.817 1.082 2.646 0.008
O -2.188 1.639 0.220 -0.667
```

Calculated values
Electronic energy (Eh): -405.55708
HOMO level (alpha / beta) (Ha): -0.3486 / -0.3486
Net charge: +1
Gap between HOMO and LUMO (alpha / beta) (eV): 5.36 / 5.36
Multiplicity: 1

No. 3
This record from OMol25 describes a 8-piece molecular cluster, C24H64O24S8 overall at a distorted geometry. The level of theory is ωB97M-V/def2-TZVPD.

The geometry in XYZ format:
```
120
Properties=species:S:1:pos:R:3:mulliken_charge:R:1
C 3.308 0.838 -0.822 -1.178
C 2.002 0.124 -0.469 1.770
O 0.891 0.993 -0.732 -0.297
S -0.499 0.473 -1.255 0.747
C -0.265 0.378 -2.986 -0.987
O -0.784 -0.854 -0.813 -0.415
O -1.416 1.512 -0.955 -0.250
H 3.790 0.500 -1.735 0.409
H 3.989 0.898 0.022 -0.139
H 3.087 1.901 -0.990 0.365
H 1.975 -0.806 -1.034 -0.586
H 2.067 -0.203 0.571 -0.337
H 0.717 -0.020 -3.222 0.348
H -0.372 1.356 -3.446 0.362
H -1.080 -0.245 -3.350 0.290
C 0.806 -7.142 -1.879 -1.208
C 1.055 -5.937 -0.996 -0.401
O 0.587 -4.722 -1.634 -0.169
S 1.635 -3.615 -2.020 1.281
C 2.769 -4.466 -3.080 -1.186
O 0.867 -2.702 -2.784 -0.636
O 2.348 -3.256 -0.826 -0.524
H 1.106 -8.064 -1.388 0.387
H 1.293 -7.026 -2.848 0.242
H -0.265 -7.217 -2.082 0.309
H 0.459 -6.016 -0.086 0.307
H 2.090 -5.860 -0.659 0.411
H 2.246 -5.089 -3.792 0.340
H 3.378 -5.032 -2.370 0.387
H 3.475 -3.732 -3.461 0.387
C -7.225 0.719 -0.708 -0.601
C -7.172 2.057 -0.009 -0.465
O -6.146 2.841 -0.625 -0.301
S -5.126 3.583 0.321 1.056
C -4.049 2.221 0.736 -0.866
O -4.397 4.488 -0.491 -0.499
O -5.812 4.041 1.491 -0.639
H -6.261 0.212 -0.650 -0.086
H -7.560 0.828 -1.737 0.226
H -7.916 0.027 -0.218 0.435
H -8.167 2.504 0.013 0.333
H -6.909 1.921 1.044 0.352
H -4.555 1.608 1.482 0.361
H -3.175 2.673 1.189 0.424
H -3.952 1.690 -0.204 0.198
C -0.087 -2.248 2.358 -0.438
C 0.463 -3.668 2.573 -0.401
O 1.061 -3.819 3.874 -0.452
S 2.505 -4.469 3.911 1.298
C 3.446 -3.221 3.123 -0.498
O 2.848 -4.504 5.270 -0.650
O 2.487 -5.664 3.122 -0.637
H 0.246 -1.611 3.180 0.186
H -1.172 -2.277 2.381 0.498
H 0.358 -1.854 1.452 -0.125
H -0.397 -4.344 2.539 0.399
H 1.095 -3.977 1.744 0.090
H 3.149 -3.106 2.084 0.066
H 4.462 -3.602 2.991 0.439
H 3.414 -2.322 3.724 0.138
C 3.356 1.191 3.887 -0.805
C 2.077 0.842 4.639 -0.735
O 1.003 0.815 3.666 -0.086
S -0.417 1.295 4.244 1.282
C -1.276 1.227 2.707 -0.596
O -0.862 0.291 5.141 -0.657
O -0.240 2.640 4.679 -0.640
H 4.209 0.892 4.492 0.377
H 3.379 2.267 3.715 0.423
H 3.382 0.697 2.918 -0.026
H 2.122 -0.156 5.076 0.313
H 1.908 1.588 5.414 0.483
H -2.262 1.610 2.959 0.403
H -1.356 0.190 2.395 0.091
H -0.723 1.791 1.963 0.210
C -7.272 -1.140 -4.476 -0.806
C -6.558 -2.468 -4.305 -0.388
O -5.922 -2.590 -3.013 -0.299
S -4.476 -1.967 -2.868 1.327
C -4.338 -2.044 -1.121 -0.904
O -3.549 -2.853 -3.479 -0.690
O -4.556 -0.611 -3.294 -0.591
H -7.712 -0.852 -3.517 0.104
H -8.105 -1.176 -5.176 0.407
H -6.570 -0.356 -4.747 0.258
H -7.261 -3.299 -4.324 0.329
H -5.841 -2.645 -5.109 0.291
H -3.516 -1.371 -0.877 0.136
H -3.952 -3.053 -0.965 0.394
H -5.280 -1.910 -0.611 0.441
C -0.477 3.947 -2.987 -0.607
C -0.761 4.910 -1.859 -0.321
O -1.817 5.830 -2.152 -0.229
S -1.452 7.246 -2.747 1.162
C -1.015 8.163 -1.288 -0.916
O -0.271 7.099 -3.542 -0.631
O -2.651 7.771 -3.274 -0.624
H -1.351 3.323 -3.186 0.091
H 0.346 3.312 -2.657 0.107
H -0.256 4.441 -3.932 0.459
H -0.979 4.347 -0.951 0.275
H 0.160 5.455 -1.615 0.279
H -1.624 7.845 -0.449 0.301
H -1.094 9.208 -1.575 0.383
H 0.024 7.926 -1.066 0.314
C 6.988 3.067 2.649 -1.267
C 7.327 1.924 1.742 -0.238
O 6.243 0.972 1.683 -0.128
S 6.533 -0.411 0.965 1.027
C 7.570 -1.201 2.133 -1.167
O 5.264 -1.046 0.888 -0.311
O 7.298 -0.155 -0.213 -0.683
H 6.285 3.783 2.219 0.322
H 7.903 3.656 2.753 0.422
H 6.644 2.719 3.619 0.267
H 7.675 2.215 0.753 0.338
H 8.175 1.402 2.206 0.283
H 7.468 -2.268 1.911 0.436
H 7.148 -1.127 3.132 0.302
H 8.596 -0.893 1.989 0.436
```

Calculated values
SMILES string: CCOS(C)(=O)=O.CCOS(C)(=O)=O.CCOS(C)(=O)=O.CCOS(C)(=O)=O.CCOS(C)(=O)=O.CCOS(C)(=O)=O.CCOS(C)(=O)=O.CCOS(C)(=O)=O
Electronic energy (Eh): -5943.96963
HOMO level (Ha): -0.3987
Gap between HOMO and LUMO (eV): 10.85
Multiplicity: 1

No. 4
This record from OMol25 describes a 2-piece molecular cluster, C27H47Cl2F3N3O12S3 overall at a distorted geometry. The level of theory is ωB97M-V/def2-TZVPD.

The geometry in XYZ format:
```
97
Properties=species:S:1:pos:R:3:mulliken_charge:R:1
C 3.166 0.311 3.569 -0.436
C 4.466 1.239 3.632 0.450
O 4.470 2.405 4.073 -0.563
O 5.699 0.685 3.183 -0.406
C 5.699 0.618 1.727 0.159
C 6.169 2.061 1.162 -0.846
C 4.964 2.812 0.376 -0.340
C 4.724 2.102 -1.046 -0.635
C 3.313 2.471 -1.719 -0.752
C 2.179 1.494 -1.130 -0.051
C 1.221 0.849 -2.282 -0.926
C -0.268 1.378 -2.062 -0.649
C -1.426 0.287 -2.055 0.910
Cl -1.082 -0.983 -3.381 -0.106
C -2.879 0.902 -2.453 -0.314
C -2.930 1.331 -4.020 -0.958
C -3.775 0.330 -4.918 -0.114
O -4.258 0.809 -5.985 -0.609
N -4.014 -1.099 -4.645 0.364
C -3.314 -1.992 -5.625 -0.848
C -5.504 -1.280 -4.843 -0.837
C -3.447 2.020 -1.482 0.953
C -5.055 2.162 -1.733 -0.924
C -5.915 0.934 -1.186 -0.595
N -6.358 1.102 0.241 -0.442
C -2.886 3.524 -1.789 0.188
C -2.593 4.329 -0.412 -1.182
F -3.811 4.276 -2.626 -0.401
O -3.281 1.831 -0.059 -0.434
S -2.809 0.320 0.427 1.636
O -2.099 0.513 1.758 -0.721
O -3.937 -0.640 0.721 -0.710
C -1.599 -0.545 -0.685 -0.101
Cl -2.379 -2.180 -1.120 -0.077
C -0.246 -0.920 0.073 -0.741
C -0.424 -2.116 1.165 -0.749
C 0.699 -1.862 2.274 0.192
C 1.205 -3.169 3.046 -0.353
O 0.639 -4.415 2.560 -0.367
C -0.463 -4.822 3.335 0.150
O -1.227 -4.044 3.934 -0.482
H 2.340 0.778 2.918 0.140
H 3.512 -0.697 3.157 0.175
H 2.724 0.117 4.602 0.416
H 6.395 -0.221 1.410 0.324
H 4.653 0.392 1.302 -0.242
H 6.513 2.658 2.072 0.389
H 7.084 1.899 0.496 0.323
H 5.312 3.900 0.235 0.315
H 4.051 2.757 1.056 0.172
H 5.543 2.409 -1.789 0.315
H 4.828 0.976 -0.879 0.289
H 3.083 3.553 -1.392 0.265
H 3.328 2.444 -2.858 0.426
H 1.584 2.106 -0.367 0.202
H 2.702 0.672 -0.524 -0.110
H 1.355 -0.274 -2.286 0.365
H 1.598 1.231 -3.297 0.620
H -0.490 2.072 -2.957 0.327
H -0.417 2.037 -1.136 0.008
H -3.601 0.003 -2.393 0.418
H -3.418 2.364 -4.163 0.266
H -1.880 1.441 -4.469 0.434
H -4.006 -2.757 -6.121 0.370
H -2.741 -1.416 -6.430 0.284
H -2.568 -2.621 -5.011 0.250
H -5.749 -1.500 -5.937 0.429
H -5.899 -2.092 -4.130 0.264
H -6.079 -0.317 -4.590 0.225
H -5.308 2.295 -2.835 0.368
H -5.359 3.071 -1.094 0.413
H -5.449 -0.094 -1.311 0.108
H -6.890 0.918 -1.805 0.440
H -7.379 1.069 0.326 0.265
H -6.054 2.002 0.629 0.199
H -1.905 3.527 -2.354 0.213
H -2.254 5.371 -0.754 0.442
H -3.485 4.352 0.286 0.239
H -1.665 3.831 0.029 0.246
H 0.325 -0.030 0.495 0.157
H 0.444 -1.380 -0.729 0.321
H -0.336 -3.102 0.609 0.450
H -1.482 -2.036 1.597 0.354
H 1.571 -1.334 1.745 -0.306
H 0.271 -1.093 3.014 0.258
H 2.338 -3.239 2.892 0.261
H 1.066 -3.042 4.178 0.247
H -0.655 -5.948 3.385 0.340
N 5.083 -4.032 6.845 -0.427
S 3.541 -4.047 6.530 1.062
O 2.864 -5.320 6.602 -0.616
O 3.059 -3.122 5.528 -0.413
F 3.001 -3.349 7.862 -0.297
S 5.920 -4.734 5.713 1.137
O 7.281 -5.029 6.104 -0.656
O 5.770 -4.249 4.361 -0.537
F 5.295 -6.198 5.631 -0.264
```

Calculated values
Electronic energy (Eh): -4538.49593
HOMO level (Ha): -0.2572
Net charge: -1
Gap between HOMO and LUMO (eV): 8.44
Multiplicity: 1